Here is a cluster of 8 separate species, C27H43NO25S in total in a non-equilibrium geometry from the OMol25 dataset. Energies are from ωB97M-V/def2-TZVPD.

```
97
Properties=species:S:1:pos:R:3:forces:R:3:lowdin_charge:R:1
C -5.042325 0.398943 3.516134 -0.49 0.32 1.80 -0.096
O -3.611658 0.212236 3.229489 -2.13 -0.49 -2.14 -0.213
C -3.332623 0.143688 1.785899 1.53 1.25 0.36 -0.240
C -2.842943 1.674101 1.339019 -1.13 -0.66 0.71 -0.193
N -2.778471 1.864591 -0.162553 0.07 -0.93 0.77 -0.027
C -2.070302 -0.939668 1.611552 -0.04 0.69 -0.36 -0.258
C -2.605338 -2.353811 0.979638 -1.96 0.92 0.42 -0.198
S -1.542172 -3.041053 -0.417573 3.97 -4.84 0.17 0.804
O -0.073689 -2.554089 -0.407324 -4.83 -0.69 0.20 -0.445
O -1.660256 -4.613167 -0.351943 -0.17 5.54 -0.18 -0.469
O -1.452419 -1.040876 2.942246 0.37 -1.43 -2.19 -0.203
C -0.561883 -2.204975 3.064033 0.44 -0.22 1.42 -0.089
H -5.228306 1.532264 3.826662 0.24 -2.41 -1.07 0.084
H -5.281917 -0.231300 4.501136 0.57 1.22 -2.16 0.107
H -5.770039 0.020492 2.681139 1.51 0.83 1.36 0.099
H -4.255050 -0.116076 1.115223 1.54 0.16 1.38 0.136
H -1.834209 1.875564 1.903692 -1.89 -0.24 -1.39 0.143
H -3.676909 2.400205 1.778930 1.91 -1.49 -0.89 0.125
H -1.948166 1.370089 -0.573554 -1.38 0.48 0.48 0.048
H -3.676556 1.534293 -0.617637 1.69 0.37 0.73 0.082
H -1.275974 -0.479292 0.851970 -1.64 -0.99 1.48 0.156
H -3.664869 -2.115968 0.483022 2.38 -0.63 0.80 0.121
H -2.836178 -3.193452 1.787872 0.97 1.61 -2.02 0.135
H -2.074068 -2.693212 -1.700982 0.20 0.12 1.67 0.103
H 0.191295 -2.350758 2.180646 -1.71 0.26 1.39 0.087
H 0.092090 -2.025226 4.040402 -1.51 -0.28 -2.10 0.120
H -1.245048 -3.137409 3.285582 1.65 1.53 -0.68 0.106
O -4.632242 3.879528 3.882809 -2.03 0.91 1.66 0.126
C -5.514482 4.282414 4.622416 1.90 -0.71 -1.54 -0.508
O -6.569263 3.527697 5.048222 0.73 0.38 -0.49 0.053
C -7.229227 4.273693 6.053650 -0.80 -0.37 0.76 -0.140
C -6.844132 5.683850 5.743567 -0.50 0.96 0.35 -0.141
O -5.575783 5.547696 5.131299 0.26 -0.91 -0.38 0.068
H -8.310357 4.117141 6.005810 0.22 -0.13 -0.09 0.138
H -6.865031 3.946386 7.033096 -0.01 0.04 -0.09 0.138
H -7.530312 6.158293 5.034089 0.06 -0.05 0.05 0.137
H -6.776800 6.303910 6.641704 0.15 -0.05 -0.22 0.138
O 4.609181 -4.072629 4.057469 -1.12 -0.54 -1.98 0.114
C 4.015176 -4.327619 3.023147 0.93 0.40 1.65 -0.514
O 2.688557 -4.641505 2.952205 1.19 0.19 0.54 0.061
C 2.339197 -4.642962 1.580748 -1.09 0.00 -0.65 -0.132
C 3.642928 -4.892641 0.894498 0.00 -0.36 -1.27 -0.130
O 4.591354 -4.337138 1.785575 -0.17 0.23 1.25 0.061
H 1.601503 -5.421939 1.369467 0.07 0.18 0.19 0.144
H 1.911297 -3.668258 1.323967 0.04 -0.12 -0.04 0.115
H 3.854086 -5.960404 0.773697 -0.01 0.09 0.04 0.140
H 3.698224 -4.406545 -0.083414 0.15 -0.06 0.23 0.124
O 7.935084 -4.393549 10.026140 -1.32 -0.56 -2.29 0.127
C 7.341078 -4.648540 8.991818 1.21 0.52 2.13 -0.518
O 6.014459 -4.962425 8.920875 1.02 0.13 0.35 0.060
C 5.665100 -4.963881 7.549418 -1.09 0.03 -0.55 -0.143
C 6.968830 -5.213562 6.863169 0.12 -0.32 -1.17 -0.142
O 7.917256 -4.658057 7.754246 -0.22 0.16 1.02 0.060
H 4.927405 -5.742859 7.338136 0.10 0.16 0.20 0.138
H 5.237200 -3.989177 7.292637 0.05 -0.12 -0.02 0.137
H 7.179987 -6.281325 6.742367 -0.02 0.07 0.04 0.135
H 7.024126 -4.727466 5.885257 0.09 -0.03 0.22 0.133
O -2.658281 0.456481 -3.285960 1.73 1.45 -0.18 0.107
C -1.738249 1.247556 -3.410156 -1.39 -1.09 0.13 -0.523
O -1.702213 2.250424 -4.335591 -0.42 -1.20 0.64 0.059
C -0.595700 3.070588 -4.010154 0.45 1.30 -0.39 -0.137
C 0.296025 2.153591 -3.237538 1.25 0.28 0.09 -0.123
O -0.609788 1.244291 -2.641896 -1.27 -0.33 -0.36 0.045
H -0.116382 3.452207 -4.915836 -0.37 -0.13 0.26 0.114
H -0.947045 3.916315 -3.409833 0.00 -0.11 -0.05 0.145
H 0.983230 1.596575 -3.883122 -0.09 0.08 0.08 0.130
H 0.874424 2.681159 -2.474133 -0.15 -0.23 -0.04 0.146
O -2.155063 5.045368 -6.111014 -2.14 -1.25 -0.73 0.126
C -3.181645 4.473220 -6.437296 1.91 1.03 0.69 -0.512
O -4.438261 4.900520 -6.118230 1.08 -0.19 -0.06 0.068
C -5.343664 4.106159 -6.861321 -1.11 0.17 -0.16 -0.139
C -4.561674 2.863648 -7.139980 -0.44 -1.10 -0.26 -0.138
O -3.223029 3.321171 -7.168547 0.30 0.97 0.40 0.056
H -6.249768 3.906916 -6.282600 0.22 0.17 0.01 0.139
H -5.616217 4.642808 -7.776092 0.04 -0.04 0.07 0.136
H -4.663785 2.118101 -6.344349 0.04 0.09 -0.05 0.139
H -4.835323 2.404960 -8.094119 0.23 0.07 0.12 0.137
O 3.736608 3.478152 -4.830200 -1.44 -0.61 -2.30 0.137
C 3.142603 3.223161 -5.864521 1.50 0.58 2.08 -0.505
O 1.815984 2.909276 -5.935464 1.06 0.09 0.22 0.020
C 1.466625 2.907819 -7.306921 -1.12 0.02 -0.62 -0.133
C 2.770355 2.658139 -7.993172 0.16 -0.40 -1.07 -0.136
O 3.718781 3.213644 -7.102094 -0.29 0.17 1.04 0.069
H 0.728930 2.128842 -7.518203 0.08 0.14 0.22 0.143
H 1.038724 3.882524 -7.563703 0.03 -0.09 0.04 0.142
H 2.981512 1.590377 -8.113972 -0.02 0.09 0.03 0.138
H 2.825650 3.144235 -8.971084 0.15 -0.02 0.23 0.139
O 4.331600 -3.550069 -2.882243 1.98 1.46 1.19 0.133
C 5.220967 -2.881296 -2.382791 -1.81 -1.30 -1.12 -0.513
O 5.662317 -3.019692 -1.098450 -0.55 -0.01 -0.86 0.046
C 6.833678 -2.234397 -0.979385 0.81 0.02 0.90 -0.135
C 6.677767 -1.218435 -2.064052 0.54 1.02 -0.08 -0.139
O 5.903903 -1.895959 -3.035758 -0.55 -0.85 0.25 0.065
H 6.895514 -1.778409 0.012527 -0.14 -0.22 -0.12 0.141
H 7.707107 -2.877255 -1.130843 -0.09 0.05 0.00 0.138
H 6.128975 -0.331428 -1.730367 0.04 -0.09 -0.03 0.138
H 7.638388 -0.905549 -2.482343 -0.25 -0.08 -0.09 0.138
```
Forces are in eV/Å.

## Properties
Highest occupied orbital energy (eV): -8.60
Net charge: 0
F_max (eV/Å): 6.26
Structure (SMILES): CO[C@@H](CN)[C@H](C[SH](=O)=O)OC.O=C1OCCO1.O=C1OCCO1.O=C1OCCO1.O=C1OCCO1.O=C1OCCO1.O=C1OCCO1.O=C1OCCO1
HOMO-LUMO gap (hartree): 0.327